[1]
{"formula": "C42H76F5N12O13S", "method": "ωB97M-V with the def2-TZVPD basis set", "charge": 1, "elements": ["C", "C", "C", "C", "O", "C", "N", "N", "C", "C", "C", "N", "C", "S", "O", "O", "C", "F", "F", "C", "F", "F", "F", "N", "O", "C", "O", "C", "C", "C", "C", "C", "C", "H", "H", "H", "H", "H", "H", "H", "H", "H", "H", "H", "H", "H", "H", "H", "H", "H", "H", "H", "H", "C", "O", "N", "C", "C", "H", "H", "H", "H", "H", "H", "H", "C", "O", "N", "C", "C", "H", "H", "H", "H", "H", "H", "H", "C", "O", "N", "C", "C", "H", "H", "H", "H", "H", "H", "H", "C", "O", "N", "C", "C", "H", "H", "H", "H", "H", "H", "H", "C", "O", "N", "C", "C", "H", "H", "H", "H", "H", "H", "H", "C", "O", "N", "C", "C", "H", "H", "H", "H", "H", "H", "H", "C", "O", "N", "C", "C", "H", "H", "H", "H", "H", "H", "H", "C", "O", "N", "C", "C", "H", "H", "H", "H", "H", "H", "H"], "coordinates": [[-3.09, -6.76, 3.13], [-4.47, -6.98, 2.34], [-4.50, -6.05, 1.04], [-5.51, -4.88, 1.36], [-5.42, -3.72, 0.47], [-4.20, -3.15, 0.50], [-3.52, -2.90, -0.67], [-4.03, -3.23, -1.92], [-2.32, -2.27, -0.29], [-1.30, -1.81, -1.38], [-0.50, -3.06, -1.86], [-1.10, -3.86, -2.66], [-2.21, -2.14, 1.15], [-0.87, -1.42, 2.18], [-1.52, -1.10, 3.45], [0.21, -2.36, 2.47], [-0.30, 0.21, 1.48], [-0.03, 1.01, 2.57], [-1.34, 0.82, 0.82], [1.05, 0.16, 0.63], [0.85, 0.98, -0.47], [2.06, 0.73, 1.34], [1.36, -1.07, 0.13], [-3.45, -2.70, 1.58], [-3.86, -2.79, 2.87], [-4.87, -1.77, 3.13], [-4.52, -0.69, 3.47], [-6.39, -2.00, 2.96], [-7.19, -2.93, 3.77], [-8.65, -3.07, 3.59], [-9.40, -2.26, 2.59], [-8.59, -1.34, 1.78], [-7.14, -1.20, 1.96], [-2.23, -6.61, 2.42], [-2.83, -7.64, 3.78], [-3.14, -5.84, 3.77], [-4.55, -8.06, 2.06], [-5.27, -6.70, 3.08], [-3.44, -5.72, 0.88], [-4.82, -6.68, 0.18], [-6.56, -5.28, 1.26], [-5.40, -4.63, 2.45], [-5.01, -2.88, -1.91], [-3.58, -2.66, -2.64], [-1.92, -1.47, -2.27], [-0.68, -0.93, -1.09], [0.55, -3.32, -1.57], [-0.48, -4.65, -2.89], [-6.73, -3.57, 4.55], [-9.27, -3.76, 4.21], [-10.51, -2.36, 2.49], [-9.11, -0.70, 1.01], [-6.62, -0.45, 1.31], [6.03, 4.28, 1.31], [6.97, 5.02, 1.53], [5.03, 4.01, 2.19], [3.94, 3.12, 1.86], [5.07, 4.63, 3.50], [5.91, 3.76, 0.35], [3.00, 3.67, 1.94], [3.93, 2.28, 2.57], [4.04, 2.73, 0.85], [5.06, 5.71, 3.39], [5.99, 4.34, 4.01], [4.21, 4.32, 4.10], [-9.52, -4.41, -0.46], [-8.56, -4.38, 0.29], [-9.56, -3.89, -1.71], [-10.74, -3.97, -2.54], [-8.38, -3.23, -2.22], [-10.47, -4.89, -0.17], [-10.50, -4.51, -3.46], [-11.07, -2.96, -2.79], [-11.55, -4.49, -2.03], [-7.54, -3.94, -2.23], [-8.12, -2.39, -1.57], [-8.56, -2.86, -3.23], [4.09, 5.85, -4.21], [3.85, 7.03, -4.37], [4.75, 5.32, -3.15], [5.00, 3.90, -3.03], [5.23, 6.21, -2.11], [3.77, 5.09, -4.94], [4.54, 3.53, -2.11], [6.08, 3.73, -2.99], [4.59, 3.35, -3.88], [4.38, 6.75, -1.68], [5.92, 6.94, -2.55], [5.74, 5.65, -1.33], [11.16, 5.57, 4.72], [11.44, 4.40, 4.91], [10.04, 6.01, 4.10], [9.77, 7.42, 3.90], [9.08, 5.03, 3.60], [11.82, 6.38, 5.05], [8.83, 7.67, 4.40], [9.68, 7.62, 2.83], [10.57, 8.03, 4.32], [8.72, 4.43, 4.44], [9.57, 4.38, 2.88], [8.24, 5.53, 3.13], [4.85, 1.82, -6.77], [4.47, 1.39, -5.70], [6.14, 1.85, -7.18], [6.53, 2.39, -8.47], [7.17, 1.33, -6.29], [4.16, 2.25, -7.51], [7.03, 1.61, -9.05], [7.22, 3.22, -8.31], [5.66, 2.75, -9.02], [6.96, 0.28, -6.08], [7.16, 1.88, -5.35], [8.15, 1.42, -6.76], [5.24, 0.16, 0.20], [5.46, 1.21, -0.36], [6.19, -0.68, 0.69], [5.85, -1.92, 1.35], [7.59, -0.33, 0.53], [4.21, -0.21, 0.38], [6.25, -1.90, 2.37], [6.29, -2.76, 0.80], [4.77, -2.06, 1.40], [7.77, 0.63, 1.02], [7.81, -0.22, -0.54], [8.23, -1.09, 0.96], [-11.48, -7.94, -2.39], [-11.88, -6.80, -2.26], [-10.69, -8.60, -1.51], [-10.26, -9.96, -1.74], [-10.28, -7.93, -0.29], [-11.73, -8.54, -3.28], [-10.62, -10.60, -0.93], [-9.16, -9.99, -1.76], [-10.64, -10.34, -2.69], [-11.16, -7.63, 0.28], [-9.72, -7.03, -0.55], [-9.66, -8.59, 0.31], [4.30, 8.67, 2.43], [5.28, 8.71, 3.16], [4.24, 9.17, 1.18], [3.04, 9.08, 0.37], [5.41, 9.81, 0.62], [3.36, 8.20, 2.76], [3.25, 8.52, -0.54], [2.70, 10.08, 0.11], [2.24, 8.57, 0.92], [6.24, 9.10, 0.60], [5.69, 10.66, 1.25], [5.21, 10.16, -0.40]]}

=====

[2]
{"formula": "C42H78NO34", "method": "ωB97M-V with the def2-TZVPD basis set", "charge": 1, "elements": ["C", "C", "C", "C", "C", "C", "N", "O", "C", "C", "C", "H", "H", "H", "H", "H", "H", "H", "H", "H", "H", "H", "H", "H", "H", "H", "H", "H", "H", "C", "C", "O", "C", "O", "O", "H", "H", "H", "H", "C", "C", "O", "C", "O", "O", "H", "H", "H", "H", "C", "C", "O", "C", "O", "O", "H", "H", "H", "H", "C", "C", "O", "C", "O", "O", "H", "H", "H", "H", "C", "C", "O", "C", "O", "O", "H", "H", "H", "H", "C", "C", "O", "C", "O", "O", "H", "H", "H", "H", "C", "C", "O", "C", "O", "O", "H", "H", "H", "H", "C", "C", "O", "C", "O", "O", "H", "H", "H", "H", "C", "C", "O", "C", "O", "O", "H", "H", "H", "H", "O", "H", "H", "O", "H", "H", "O", "H", "H", "C", "C", "O", "H", "H", "H", "H", "H", "H", "C", "C", "O", "H", "H", "H", "H", "H", "H", "C", "C", "O", "H", "H", "H", "H", "H", "H"], "coordinates": [[-1.95, -0.60, 0.62], [-0.68, -1.31, 0.08], [-0.46, -0.77, -1.36], [0.03, 0.67, -1.39], [1.38, 0.77, -0.58], [1.37, 0.17, 0.86], [0.49, -1.05, 0.97], [0.43, -1.66, 2.10], [0.98, 1.21, 1.92], [2.79, -0.39, 1.14], [-0.88, -2.80, -0.15], [-2.10, -0.98, 1.63], [-2.83, -0.73, 0.00], [-1.76, 0.47, 0.71], [-1.38, -0.84, -1.94], [0.28, -1.44, -1.81], [-0.77, 1.32, -1.03], [0.19, 1.02, -2.41], [1.64, 1.83, -0.65], [2.17, 0.34, -1.19], [-0.07, 1.45, 1.73], [1.50, 2.16, 1.78], [1.16, 0.85, 2.93], [3.49, 0.43, 1.28], [3.21, -1.06, 0.39], [2.91, -0.87, 2.11], [-1.10, -3.37, 0.75], [-0.06, -3.23, -0.73], [-1.72, -3.04, -0.81], [-1.12, 4.44, -3.72], [-2.59, 4.77, -3.69], [-3.06, 3.50, -3.20], [-2.15, 2.53, -3.15], [-2.40, 1.41, -2.74], [-0.97, 3.02, -3.59], [-0.56, 4.96, -2.94], [-0.67, 4.68, -4.68], [-2.99, 4.98, -4.68], [-2.85, 5.58, -3.01], [3.39, 4.30, 4.32], [2.30, 3.49, 5.12], [1.13, 4.16, 4.71], [1.38, 5.17, 3.85], [0.56, 5.92, 3.37], [2.71, 5.27, 3.59], [4.03, 3.68, 3.69], [4.00, 4.79, 5.08], [2.30, 3.64, 6.20], [2.43, 2.43, 4.90], [0.23, -1.80, -5.31], [0.44, -0.34, -5.42], [-0.76, 0.23, -4.98], [-1.78, -0.70, -5.22], [-2.94, -0.45, -5.37], [-1.15, -1.88, -5.48], [0.49, -2.22, -4.33], [0.83, -2.29, -6.07], [0.67, -0.13, -6.47], [1.21, 0.02, -4.74], [5.70, -3.21, 6.45], [6.66, -2.02, 6.23], [6.09, -1.36, 5.13], [5.01, -2.05, 4.66], [4.47, -1.72, 3.66], [4.76, -3.16, 5.36], [5.31, -3.17, 7.46], [6.17, -4.19, 6.41], [7.63, -2.41, 5.92], [6.67, -1.50, 7.19], [-1.47, -6.00, -2.01], [-1.65, -7.03, -3.13], [-0.98, -6.32, -4.20], [-0.16, -5.40, -3.70], [0.64, -4.77, -4.35], [-0.31, -5.27, -2.37], [-1.24, -6.51, -1.08], [-2.36, -5.36, -1.94], [-2.71, -7.24, -3.26], [-1.11, -7.92, -2.81], [2.83, -4.47, 2.38], [2.99, -5.99, 2.45], [1.68, -6.47, 2.12], [0.93, -5.46, 1.64], [-0.13, -5.61, 1.07], [1.49, -4.30, 1.93], [3.50, -4.05, 1.63], [3.00, -4.09, 3.38], [3.17, -6.29, 3.48], [3.68, -6.46, 1.74], [-1.86, 3.45, 2.54], [-2.41, 4.81, 2.18], [-1.81, 5.02, 0.94], [-1.39, 3.84, 0.41], [-0.86, 3.73, -0.67], [-1.40, 2.84, 1.33], [-2.68, 2.86, 2.96], [-1.05, 3.41, 3.27], [-2.16, 5.60, 2.88], [-3.49, 4.77, 2.02], [-5.58, -1.62, -2.63], [-4.09, -1.35, -2.50], [-3.53, -2.55, -2.99], [-4.47, -3.45, -3.27], [-4.27, -4.60, -3.55], [-5.65, -2.81, -3.40], [-6.04, -0.73, -3.05], [-5.94, -1.85, -1.63], [-3.82, -1.31, -1.44], [-3.82, -0.41, -2.98], [-4.78, 1.37, 0.14], [-4.81, 2.67, -0.61], [-5.59, 2.35, -1.72], [-6.10, 1.11, -1.67], [-6.86, 0.64, -2.47], [-5.54, 0.44, -0.62], [-5.30, 1.54, 1.09], [-3.80, 0.94, 0.38], [-3.80, 3.00, -0.87], [-5.38, 3.46, -0.11], [2.48, -0.10, 5.68], [1.55, 0.15, 5.67], [2.73, -0.07, 6.61], [3.22, -3.03, -1.04], [3.23, -3.45, -1.90], [4.00, -2.46, -1.04], [5.63, 0.03, 0.01], [5.84, 0.33, 0.89], [5.29, 0.81, -0.44], [3.49, 0.75, -3.70], [4.64, 1.56, -3.21], [4.44, 1.93, -1.87], [3.41, 0.72, -4.78], [2.53, 1.11, -3.31], [3.48, -0.27, -3.31], [4.69, 2.43, -3.87], [5.60, 1.05, -3.31], [3.75, 2.60, -1.78], [1.54, 5.91, -0.94], [1.98, 4.49, -1.11], [3.37, 4.34, -1.39], [1.80, 6.70, -1.65], [2.10, 6.31, -0.09], [0.48, 5.94, -0.69], [1.48, 4.04, -1.98], [1.67, 3.86, -0.28], [3.80, 4.82, -0.67], [-6.58, -1.04, 2.46], [-5.09, -1.13, 2.71], [-4.86, -0.91, 4.13], [-7.14, -1.76, 3.05], [-6.76, -1.24, 1.40], [-6.86, 0.02, 2.50], [-4.59, -0.38, 2.09], [-4.74, -2.13, 2.45], [-3.92, -1.03, 4.31]]}

=====

| no. | strongest force on any atom (eV Å⁻¹) | orbital gap (eV) |
| --- | --- | --- |
| 1 | 6.35 | 6.090 |
| 2 | 6.52 | 6.213 |